# 1
Entry from the OMol25 dataset: a gas-phase ion, C8H6NO3P (charge -2) (ωB97M-V/def2-TZVPD).

Output
orbital gap: 0.1791 Eh
total charge: -2
energy above the lowest of the compared OMol25 structures with the same formula, charge and spin: 43.1 kcal/mol
E: -930.25484 Eh

Each line ends with the natural charge from an NBO analysis.
Geometry (Å):
C  -2.388391  -1.476876  -0.116851  0.503
C  2.869200  0.171054  -0.327818  -0.361
C  2.433120  -0.240211  0.975367  -0.214
C  1.912356  0.558433  -1.264799  -0.199
C  1.138691  -0.288953  1.216902  -0.257
C  0.569875  0.496467  -0.947739  -0.257
C  0.164616  -0.014533  0.281177  -0.007
C  -1.223044  0.052677  0.687393  -0.838
N  -2.141358  -2.585382  -0.083662  -0.672
O  -2.329289  1.568855  -1.432351  -1.193
O  -3.287710  -0.781255  -0.713352  -0.777
O  -3.664311  1.458824  0.764395  -1.183
P  -2.747438  0.770001  -0.233282  2.311
H  3.885347  0.233837  -0.719889  0.171
H  3.154272  -0.543906  1.847957  0.170
H  2.416270  0.820223  -2.210991  0.175
H  0.840752  -0.573644  2.250839  0.186
H  -0.067625  0.788854  -1.683554  0.232
H  -1.535331  -0.414459  1.710256  0.211

Forces on atoms 1 to 6 (eV/Å):
0.47 1.08 -0.38
0.36 -0.11 0.61
4.65 -0.11 -0.44
1.23 -0.63 0.69
-1.64 -1.27 2.84
2.46 -0.68 -0.18

=====

# 2
Entry from the OMol25 dataset: a molecular structure, C6H16Cl2FLiN2O7S2V (ωB97M-V/def2-TZVPD).

Output
orbital gap: 0.0418 Eh
total charge: +1
E: -3641.90052 Eh

Each line ends with the Löwdin charge.
Geometry (Å):
C  -1.923056  1.341256  -2.632049  -0.187
C  -1.300337  0.879408  -1.319648  -0.537
S  -2.569942  -0.065531  -0.434182  0.927
C  -1.836679  -1.600534  0.107917  -0.504
N  -1.516282  -2.616993  -0.928822  -0.276
O  -2.049403  -3.879898  -0.618691  -0.014
S  0.113041  -2.885326  -1.215688  0.624
O  0.970558  -2.545327  -0.115649  -0.282
O  0.258903  -4.156156  -1.810443  -0.197
F  0.520912  -1.872409  -2.343101  -0.153
H  -2.226973  0.482202  -3.223106  0.075
H  -1.243018  1.964611  -3.203256  0.010
H  -2.818644  1.923115  -2.414837  0.076
H  -0.422281  0.252793  -1.483805  0.036
H  -1.001939  1.718563  -0.692312  0.066
H  -2.641925  -2.040301  0.692056  0.084
H  -0.992481  -1.438615  0.778825  0.067
H  -1.745468  -4.133375  0.268793  0.120
O  -0.379437  2.096146  2.496260  0.033
C  -0.300916  1.053933  3.118588  -0.610
N  -1.391041  0.391003  3.570342  0.174
C  1.043247  0.426909  3.420521  -0.005
H  -1.329961  -0.461085  4.095970  0.104
H  -2.297107  0.788460  3.382118  0.118
H  1.634786  1.125588  4.009248  0.049
H  1.549685  0.233975  2.476120  0.075
H  0.974417  -0.505985  3.977471  0.081
O  2.010576  0.944424  6.886654  -0.397
V  2.626112  2.438578  6.746371  1.135
O  3.341584  3.587548  7.608218  -0.363
C  2.527340  0.586260  -3.577357  -1.092
Cl  1.409775  1.917355  -3.684377  0.691
Cl  3.771746  0.589825  -4.810633  0.617
H  3.031774  0.707139  -2.618712  -0.063
H  1.981751  -0.354261  -3.624835  0.029
O  -0.910538  1.508059  -5.570020  -0.268
H  -0.075229  1.716659  -6.013065  -0.093
Li  3.206448  -0.118014  -1.300886  0.851

Forces on atoms 1 to 6 (eV/Å):
-0.03 0.00 0.37
0.05 0.01 -0.04
-0.36 -0.10 0.02
0.00 0.22 0.17
0.60 0.32 0.14
-0.39 0.12 -0.17

=====

# 3
Entry from the OMol25 dataset: 6 unconnected molecules or ions with the total composition C15H37Cl8N4O3P (ωB97M-V/def2-TZVPD).

Output
orbital gap: 0.3223 Eh
total charge: 0
E: -5061.33271 Eh

Each line ends with the natural charge from an NBO analysis.
Geometry (Å):
C  0.180278  19.789502  -24.903919  -0.401
N  -0.539798  18.546101  -24.689040  -0.828
C  -0.548675  17.582357  -25.785780  -0.393
P  -1.444753  18.370077  -23.313960  2.430
O  -2.456829  19.409570  -23.085920  -1.112
N  -2.106955  16.858224  -23.432966  -0.829
C  -3.466936  16.702923  -23.941834  -0.411
C  -1.398556  15.604933  -23.290274  -0.401
N  -0.312854  18.384055  -22.091216  -0.814
C  -0.805007  18.776254  -20.776731  -0.403
C  0.901843  17.610029  -22.125435  -0.400
H  1.252600  19.687162  -24.698333  0.177
H  -0.223076  20.561999  -24.249242  0.225
H  0.054963  20.137270  -25.930633  0.194
H  -1.549826  17.480949  -26.218700  0.194
H  -0.211354  16.592548  -25.483173  0.189
H  0.092799  17.961865  -26.577951  0.204
H  -3.950164  15.882061  -23.399039  0.197
H  -4.080940  17.578010  -23.746345  0.241
H  -3.476522  16.442722  -25.007734  0.174
H  -1.825232  14.882378  -23.989271  0.201
H  -0.334786  15.703753  -23.477270  0.201
H  -1.547849  15.182673  -22.287245  0.186
H  -0.966702  19.853968  -20.753814  0.214
H  -1.737429  18.272631  -20.503506  0.196
H  -0.072445  18.532770  -20.006745  0.191
H  1.399288  17.691568  -23.091643  0.209
H  0.777979  16.548700  -21.870060  0.170
H  1.595810  17.988238  -21.368038  0.197
C  -7.916062  15.143671  -20.474805  -0.489
N  -7.477283  15.488836  -21.851127  0.541
O  -8.266480  16.091845  -22.553586  -0.396
O  -6.344779  15.194803  -22.160743  -0.375
H  -7.385733  15.805612  -19.798547  0.237
H  -7.659840  14.111616  -20.258582  0.236
H  -8.989487  15.293214  -20.442885  0.239
Cl  -4.850491  16.092116  -15.729271  -0.054
C  -5.101103  15.483539  -17.375605  -0.398
C  -4.073888  16.041754  -18.364698  -0.399
Cl  -4.834081  16.967078  -19.675199  -0.048
H  -6.106025  15.739424  -17.698223  0.222
H  -5.062341  14.398642  -17.317076  0.225
H  -3.470973  15.253932  -18.810165  0.224
H  -3.384656  16.700626  -17.842713  0.233
Cl  -11.949172  15.525076  -22.977511  -0.059
C  -11.438877  17.161171  -23.436687  -0.392
C  -12.128166  18.163989  -22.546236  -0.380
Cl  -11.896176  19.816415  -23.178021  -0.063
H  -11.673899  17.346479  -24.481150  0.221
H  -10.362805  17.223802  -23.295984  0.234
H  -11.699475  18.143829  -21.546415  0.218
H  -13.192482  17.963836  -22.462298  0.221
Cl  -5.206297  14.600168  -27.902076  -0.062
C  -6.549552  15.159348  -26.878500  -0.386
C  -6.553805  14.516348  -25.511732  -0.398
Cl  -6.687478  12.747965  -25.576030  -0.057
H  -7.471945  14.971822  -27.420986  0.220
H  -6.426963  16.233326  -26.744281  0.225
H  -7.380405  14.907434  -24.919061  0.233
H  -5.652749  14.792674  -24.965407  0.223
Cl  -8.833611  15.280350  -17.047368  -0.065
C  -8.653118  17.052849  -16.992275  -0.393
C  -9.931202  17.735558  -16.575664  -0.402
Cl  -11.193989  17.518062  -17.779872  -0.041
H  -8.363815  17.407461  -17.982798  0.218
H  -7.826034  17.266928  -16.317848  0.234
H  -9.766006  18.806920  -16.470352  0.229
H  -10.270718  17.374532  -15.606320  0.225

Forces on atoms 1 to 6 (eV/Å):
0.01 0.08 0.18
0.23 -0.27 -0.18
-0.44 0.29 0.04
0.42 -0.07 -0.16
-0.26 0.17 0.11
-0.52 0.18 -0.22

=====

# 4
Entry from the OMol25 dataset: 2 unconnected molecules or ions with the total composition C6H12N (ωB97M-V/def2-TZVPD).

Output
orbital gap: 0.3880 Eh
total charge: +1
energy above the lowest of the compared OMol25 structures with the same formula, charge and spin: 90.6 kcal/mol
E: -290.17757 Eh

Each line ends with the natural charge from an NBO analysis.
Geometry (Å):
C  -0.637184  -0.701810  2.446753  -0.161
C  -1.124937  -0.203625  1.450198  -0.319
C  0.802992  -0.431169  -0.102470  0.335
C  0.928144  -1.864495  -0.484598  -0.723
C  0.488858  1.857945  0.134822  -0.430
C  -0.885236  0.440787  -1.599767  -0.412
N  0.262853  0.617923  -0.590301  -0.282
H  -0.191925  -1.119302  3.336110  0.269
H  -1.774688  0.363915  0.808523  0.245
H  1.401255  -0.131369  0.785938  0.224
H  1.530494  -2.405397  0.371140  0.281
H  1.309068  -1.955929  -1.610193  0.291
H  -0.031772  -2.310205  -0.535429  0.266
H  1.423521  2.219480  -0.142649  0.239
H  -0.328072  2.568866  -0.144651  0.233
H  0.315388  1.757935  1.174699  0.245
H  -0.473022  0.454769  -2.552056  0.242
H  -1.379271  -0.434130  -1.290300  0.221
H  -1.636468  1.275811  -1.455768  0.238

Forces on atoms 1 to 6 (eV/Å):
-0.55 0.55 -1.05
-0.61 -0.64 2.48
2.32 0.30 1.64
1.47 -0.11 -0.79
-2.85 1.18 -1.22
0.21 2.51 2.69

=====

# 5
Entry from the OMol25 dataset: a molecular structure, C15H25BrGaO12S (ωB97M-V/def2-TZVPD).

Output
orbital gap: 0.2394 Eh
total charge: -1
energy above the lowest of the compared OMol25 structures with the same formula, charge and spin: 0.4 kcal/mol
E: -6386.55605 Eh

Each line ends with the natural charge from an NBO analysis.
Geometry (Å):
C  5.600947  4.827810  1.597185  -0.626
C  5.116014  6.154505  1.009757  -0.543
S  4.622292  6.118273  -0.726777  0.144
C  2.830020  5.932366  -0.678769  -1.033
Ga  1.907824  4.944783  0.842615  0.840
Br  0.557282  6.636790  2.022207  -0.616
H  5.158966  4.649788  2.577088  0.216
H  5.277650  3.997584  0.971223  0.221
H  6.687330  4.807016  1.673980  0.187
H  5.928203  6.883061  1.032031  0.203
H  4.301869  6.575204  1.595526  0.229
H  2.593615  5.364371  -1.580662  0.218
H  2.374316  6.916296  -0.794448  0.213
H  2.862386  4.284189  1.928212  -0.333
H  0.880656  3.881751  0.266570  -0.320
C  -1.428345  1.825873  3.672339  -0.100
C  -2.104426  2.615247  2.562344  -0.098
O  -1.153352  2.519375  1.507349  -0.467
C  -0.363694  1.447382  1.714135  0.978
O  0.451711  1.049988  0.951205  -0.582
O  -0.620453  0.903320  2.935458  -0.499
H  -2.118956  1.279721  4.309340  0.190
H  -0.775925  2.450327  4.283793  0.194
H  -3.039358  2.151458  2.238596  0.170
H  -2.275716  3.661111  2.800153  0.218
C  1.139248  -0.840602  -2.224908  -0.098
C  -0.043488  -1.328302  -1.409932  -0.112
O  -0.998373  -1.656511  -2.439074  -0.502
C  -0.325827  -1.914714  -3.574135  0.976
O  -0.827745  -2.409418  -4.539720  -0.622
O  0.962682  -1.559641  -3.466835  -0.489
H  2.103475  -1.081793  -1.790917  0.213
H  1.089964  0.227884  -2.429800  0.201
H  0.157793  -2.238848  -0.849934  0.202
H  -0.438193  -0.566650  -0.745730  0.231
C  -0.479733  -5.232917  0.771475  -0.102
C  -0.570128  -5.602436  2.242526  -0.098
O  0.578527  -4.948400  2.789653  -0.496
C  0.923372  -3.916478  1.977999  0.966
O  1.731001  -3.090899  2.231272  -0.553
O  0.207998  -3.978721  0.824487  -0.504
H  -1.444383  -5.100531  0.289279  0.220
H  0.122874  -5.939020  0.198448  0.182
H  -1.464801  -5.196853  2.716537  0.187
H  -0.507683  -6.669787  2.433091  0.199
C  -5.212736  -3.412163  -3.704978  -0.100
C  -3.709486  -3.625531  -3.691208  -0.105
O  -3.504418  -4.167756  -2.375450  -0.488
C  -4.652967  -4.723742  -1.947712  0.970
O  -4.761740  -5.397751  -0.973221  -0.593
O  -5.671969  -4.411875  -2.783103  -0.497
H  -5.672879  -3.571005  -4.675628  0.200
H  -5.496354  -2.431029  -3.322121  0.185
H  -3.385547  -4.366681  -4.422115  0.185
H  -3.119344  -2.725418  -3.818693  0.240

Forces on atoms 1 to 6 (eV/Å):
-0.22 -0.15 -0.07
0.30 0.17 0.06
0.08 0.02 -0.08
-0.16 -0.01 -0.03
0.14 -0.36 -0.14
-0.05 0.03 0.06

=====

# 6
Entry from the OMol25 dataset: 2 unconnected molecules or ions with the total composition H2N2O2S (ωB97M-V/def2-TZVPD).

Output
orbital gap (spin up / spin down): 0.2199 / 0.2202 Eh
total charge: 0
energy above the lowest of the compared OMol25 structures with the same formula, charge and spin: 133.9 kcal/mol
E: -659.09057 Eh

Each line ends with the natural charge from an NBO analysis.
Geometry (Å):
N  -1.317084  0.110414  1.514653  -0.601
N  0.979147  -0.002880  -1.256531  0.460
O  1.324525  0.554342  -0.252967  -0.363
O  1.515469  -0.197901  -2.267235  -0.326
S  -0.700974  -0.767716  -1.365040  0.148
H  -1.084714  -0.620822  2.148206  0.334
H  -0.716368  0.924563  1.478914  0.348

Forces on atoms 1 to 6 (eV/Å):
-1.94 0.42 -2.70
-3.55 -0.55 2.63
0.48 0.17 -0.25
2.54 -0.06 -2.90
0.39 1.09 2.72
1.21 -0.70 0.40

=====

# 7
Entry from the OMol25 dataset: C6H9NOSi in the gas phase (ωB97M-V/def2-TZVPD).

Output
orbital gap (spin up / spin down): 0.2804 / 0.2507 Eh
total charge: 0
energy above the lowest of the compared OMol25 structures with the same formula, charge and spin: 64.8 kcal/mol
E: -653.37557 Eh

Each line ends with the natural charge from an NBO analysis.
Geometry (Å):
C  -2.826978  -1.828943  0.509601  -0.086
C  -2.470407  -0.831665  -0.074480  -0.087
C  -0.091530  1.386762  0.046249  0.687
C  -1.660575  1.521896  0.033624  -0.575
C  -2.079132  0.324396  -0.710255  0.069
C  2.736611  -0.702212  0.832279  -1.088
N  0.255019  0.248953  -0.517383  -0.947
O  0.646484  2.224106  0.517052  -0.581
Si  1.809166  -0.416348  -0.804542  1.319
H  -3.114801  -2.702234  1.015998  0.242
H  -2.016591  1.537333  1.063364  0.245
H  -1.920105  2.451337  -0.470756  0.247
H  -2.095099  0.348408  -1.789383  0.244
H  2.062747  -1.072659  1.598788  0.236
H  3.540485  -1.421685  0.708882  0.232
H  3.167474  0.228446  1.192009  0.245
H  2.612598  0.397938  -1.723311  -0.199
H  1.444634  -1.693834  -1.427730  -0.203

Forces on atoms 1 to 6 (eV/Å):
0.33 0.92 -0.54
-0.59 -1.14 0.63
-0.60 0.81 0.37
0.19 0.56 0.30
2.38 0.21 -0.21
-0.19 0.17 -0.62

=====

# 8
Entry from the OMol25 dataset: 2 unconnected molecules or ions with the total composition C21H16F2N (ωB97M-V/def2-TZVPD).

Output
orbital gap: 0.1503 Eh
total charge: +1
energy above the lowest of the compared OMol25 structures with the same formula, charge and spin: 2.1 kcal/mol
E: -1064.03078 Eh

Each line ends with the natural charge from an NBO analysis.
Geometry (Å):
F  -3.026289  3.319105  2.975864  -0.305
C  -2.812299  1.959621  2.957510  0.380
C  -3.921454  1.122061  2.974607  -0.139
C  -3.682646  -0.260236  3.007987  -0.213
C  -2.385478  -0.759331  3.024286  -0.081
C  -1.232207  0.102250  2.971594  -0.175
C  0.070785  -0.492016  2.970864  0.161
C  1.367725  0.108110  2.974546  -0.162
C  2.525752  -0.751183  2.991333  -0.083
C  3.820070  -0.248484  2.990237  -0.215
C  4.058512  1.133635  2.972990  -0.144
C  2.947597  1.970171  2.980579  0.389
F  3.158505  3.331010  2.997938  -0.305
C  1.634924  1.511834  2.995818  -0.167
C  -1.498198  1.503481  2.951401  -0.157
H  -4.930950  1.529992  2.967827  0.264
H  -4.529709  -0.949434  3.038043  0.252
H  -2.215957  -1.837195  3.112335  0.243
H  0.075327  -1.576372  3.081690  0.245
H  2.354499  -1.831426  3.030584  0.235
H  4.669558  -0.933875  3.014544  0.250
H  5.064322  1.543515  2.959110  0.263
H  0.837076  2.237976  3.054608  0.227
H  -0.701839  2.230484  2.963119  0.225
C  -0.243475  -3.984257  1.927976  -0.368
C  0.910374  -4.772325  2.000812  -0.012
N  0.573759  -6.021092  2.480504  -0.522
C  -0.789976  -6.082559  2.687776  0.118
C  -1.356686  -4.829572  2.300233  -0.031
C  -2.757566  -4.731462  2.333448  -0.235
C  -3.513138  -5.823629  2.802054  -0.225
C  -2.911695  -7.030061  3.188166  -0.207
C  -1.523949  -7.180073  3.105386  -0.220
H  -0.302792  -2.960203  1.576020  0.203
H  1.943256  -4.544679  1.768782  0.217
H  1.188563  -6.818064  2.625131  0.424
H  -3.247452  -3.822056  1.963020  0.202
H  -4.602161  -5.749169  2.861424  0.222
H  -3.510674  -7.858644  3.562219  0.227
H  -0.984850  -8.087918  3.359174  0.219

Forces on atoms 1 to 6 (eV/Å):
0.30 -1.59 -0.08
0.55 1.24 0.12
0.40 -0.62 -0.06
0.02 0.05 0.04
0.64 -0.06 0.05
-0.76 0.08 -0.01